Formula: C9H16N3S2
Source: the Open Molecules 2025 dataset
Level of theory: ωB97M-V/def2-TZVPD

Results
net charge = +1
energy relative to the best compared isomer or geometry (same formula, charge and spin) = 101.6 kJ/mol
DFT total energy = -35725.2295 eV
strongest force on any atom = 4.7 eV Å⁻¹

Last column: natural (NBO) charge in e.
Atoms and positions in Å:
C1 -4.03689 -0.69644 0.97833  0.26
C2 -2.40840 -0.94438 -0.34703  0.26
C3 -2.06258 0.08089 0.55817  -0.08
C4 -1.54817 -1.29417 -1.49145  -0.45
C5 -0.07783 -0.72100 -1.31135  -0.21
C6 -0.85169 0.85586 0.40352  0.25
C7 2.90803 0.65088 0.38859  -0.65
C8 2.41553 0.92955 -1.02530  -0.43
C9 0.96963 1.47593 -1.17639  -0.21
N1 -3.60698 -1.38270 -0.03366  -0.45
N2 -3.11778 0.19977 1.41498  -0.50
N3 0.02145 0.54176 -0.53173  -0.36
S1 1.80167 -1.93683 2.71341  -0.28
S2 -0.52627 2.18478 1.52418  0.12
H1 -5.06982 -0.91153 1.49285  0.25
H2 -1.65897 -2.42192 -1.63725  0.27
H3 -1.98683 -0.88203 -2.27657  0.23
H4 0.58373 -1.60183 -0.82312  0.23
H5 0.34667 -0.53156 -2.26148  0.23
H6 3.95074 0.25961 0.65170  0.26
H7 2.97365 1.57989 0.94979  0.20
H8 2.13443 0.10268 0.95619  0.22
H9 2.71064 0.06974 -1.83291  0.22
H10 3.00371 1.73670 -1.43642  0.23
H11 0.99385 2.38766 -0.69261  0.21
H12 0.54301 1.57924 -2.19339  0.24
H13 -3.14905 1.00276 2.12691  0.46
H14 0.98364 -2.13491 1.61748  0.13
H15 2.89330 -2.52657 2.17168  0.16
H16 0.86761 2.34819 1.12288  0.19